112
Properties=species:S:1:pos:R:3:forces:R:3 method="wB97M-V/def2-TZVPD" e_homo_ev="-7.415 / -7.594" multiplicity=5 lumo_ev="-1.84 / 0.29" s_squared=6.20 de_lowest_kj_mol=63.8 homo_lumo_gap_ev="5.6 / 7.9"
Mn 0.460000 -0.301900 -0.104200 -0.130 1.072 0.934
C -2.033300 2.011700 -0.213000 -0.079 0.323 0.365
O -1.669100 0.714300 -0.668900 0.347 -0.627 -0.487
C -2.213400 0.372100 -1.888400 -0.510 -0.213 -0.137
C -2.166800 1.156700 -3.046800 0.101 -0.120 0.419
C -0.981000 1.979100 -3.535400 0.227 -0.013 0.072
C 0.011400 2.806500 -2.738200 0.184 -0.173 0.258
C 0.270400 4.086500 -3.207500 0.115 0.118 0.054
C 1.358700 4.857900 -2.810000 0.028 -0.015 0.123
C 2.202800 4.316500 -1.847900 -0.134 0.071 -0.147
C 1.974100 3.062000 -1.317700 -0.286 -0.404 0.128
C 2.933400 2.425400 -0.335700 -0.303 -0.071 -0.013
C 3.573300 1.256200 -1.051100 0.104 -0.401 0.390
C 4.307900 1.471000 -2.208700 0.003 -0.234 0.130
C 4.753900 0.418000 -2.993600 -0.063 0.123 -0.035
C 4.315900 -0.866900 -2.672600 -0.077 0.041 0.102
C 3.570200 -1.124800 -1.533400 -0.009 0.206 0.429
C 2.924100 -2.467100 -1.260500 -0.140 -0.003 0.111
C 1.537300 -2.499600 -1.892500 0.140 -0.097 -0.005
C 1.441600 -2.745700 -3.250100 0.091 0.086 0.242
C 0.225200 -2.806600 -3.925000 -0.137 0.061 0.003
C -0.927800 -2.590600 -3.183100 0.031 -0.039 0.064
C -0.904600 -2.311100 -1.827400 0.083 -0.090 0.271
C -2.223500 -1.988400 -1.125500 0.136 0.142 0.194
C -2.843400 -0.884600 -1.950000 0.117 0.535 0.314
C -3.823900 -1.088600 -2.901900 -0.042 0.148 -0.016
C -4.122000 -0.096200 -3.835400 0.176 -0.122 -0.146
C -3.180800 0.921500 -3.976300 -0.217 -0.176 0.097
C -5.421900 -0.078900 -4.627100 -0.096 -0.016 -0.193
C -5.186300 0.176300 -6.121400 0.020 -0.002 0.224
C -6.202100 -1.391200 -4.498800 0.166 0.251 0.024
C -6.270300 1.056800 -4.024800 0.069 -0.182 -0.129
C 0.343400 -2.279700 -1.133500 -0.175 -0.880 -1.596
O 0.373500 -2.118300 0.169800 -0.030 0.016 1.131
C 0.189600 -3.037800 -5.428800 -0.064 -0.045 -0.273
C 0.939200 -4.327500 -5.794000 -0.072 0.157 0.130
C -1.236600 -3.169500 -5.972500 0.200 0.037 0.131
C 0.862500 -1.844600 -6.123200 -0.056 -0.103 0.112
C 3.312200 -0.059100 -0.669200 0.523 0.177 -0.314
O 2.718700 -0.324800 0.562500 -0.313 0.171 -0.931
C 3.639400 -0.283300 1.641900 0.082 -0.096 0.406
C 5.651300 0.632400 -4.202800 0.093 0.001 -0.169
C 6.910300 -0.229100 -4.032600 -0.151 0.102 -0.027
C 4.886400 0.214900 -5.464600 0.119 0.064 0.130
C 6.102800 2.087500 -4.365200 -0.122 -0.245 0.061
C 0.888900 2.268100 -1.765100 0.146 1.051 -0.176
O 0.768000 1.047800 -1.312100 0.223 -0.486 -0.391
C 1.623400 6.196300 -3.485900 -0.023 0.130 -0.051
C 1.857600 5.954100 -4.986600 -0.013 0.078 0.194
C 0.415200 7.120200 -3.288200 0.169 -0.098 -0.036
C 2.858400 6.906700 -2.922700 -0.244 -0.166 -0.086
H -3.092400 2.011000 0.070900 0.105 -0.006 -0.080
H -1.852100 2.772100 -0.973800 0.031 -0.071 0.082
H -1.422400 2.205300 0.668600 -0.024 -0.003 -0.108
H -1.350700 2.623200 -4.338400 0.022 -0.103 0.057
H -0.347800 1.218100 -4.023500 -0.172 0.074 -0.042
H -0.389400 4.483000 -3.965300 -0.103 0.025 -0.157
H 3.075500 4.860000 -1.516400 0.066 0.057 0.067
H 2.356400 2.064600 0.525300 0.275 0.103 -0.032
H 3.674500 3.157000 -0.000900 -0.071 -0.086 -0.007
H 4.505200 2.493700 -2.484000 0.081 0.146 -0.094
H 4.559700 -1.698800 -3.315400 0.066 -0.129 -0.139
H 2.832900 -2.638300 -0.184800 0.057 -0.024 -0.151
H 3.530200 -3.263500 -1.699400 -0.074 0.031 0.053
H 2.362300 -2.899900 -3.793800 0.110 -0.013 -0.096
H -1.891900 -2.630000 -3.661700 -0.098 0.065 -0.104
H -2.023400 -1.659400 -0.098700 -0.159 -0.217 -0.193
H -2.861000 -2.874600 -1.097100 0.001 0.051 0.027
H -4.367600 -2.019800 -2.888500 -0.097 -0.135 0.025
H -3.234700 1.569800 -4.838000 0.005 0.168 -0.073
H -4.574200 -0.618500 -6.546000 0.052 -0.036 -0.083
H -4.690800 1.127500 -6.298100 0.044 0.082 -0.062
H -6.142000 0.193700 -6.644300 -0.038 0.022 -0.061
H -5.593600 -2.237000 -4.812500 0.018 -0.145 -0.011
H -7.084000 -1.356100 -5.135300 -0.081 0.017 -0.038
H -6.535300 -1.543400 -3.475800 -0.025 -0.138 0.140
H -5.779500 2.019100 -4.152100 0.043 0.092 -0.006
H -6.413700 0.884600 -2.960300 -0.020 0.028 0.134
H -7.250000 1.100400 -4.495600 -0.134 0.005 -0.111
H 0.524900 -5.171500 -5.246300 0.010 -0.124 0.036
H 1.999700 -4.251600 -5.570700 0.142 -0.046 0.052
H 0.831800 -4.524000 -6.859600 0.029 -0.009 -0.080
H -1.733900 -4.031000 -5.532100 -0.161 -0.070 0.033
H -1.193700 -3.318100 -7.050400 -0.009 -0.012 -0.057
H -1.826900 -2.275800 -5.780400 -0.098 0.082 0.024
H 1.884400 -1.720000 -5.776700 0.167 0.078 0.033
H 0.316700 -0.925400 -5.919500 -0.039 0.121 0.032
H 0.883800 -1.999800 -7.200200 -0.005 -0.028 -0.120
H 4.317400 -1.143900 1.590800 -0.082 0.098 -0.016
H 3.054100 -0.328600 2.559700 0.057 0.023 -0.039
H 4.230500 0.638100 1.615900 -0.133 -0.062 -0.009
H 6.665900 -1.287000 -4.036700 0.022 -0.173 0.013
H 7.393200 0.007200 -3.086700 0.099 -0.013 0.087
H 7.616700 -0.035500 -4.837200 0.068 -0.010 -0.118
H 4.554100 -0.816700 -5.390800 -0.050 -0.156 -0.062
H 5.519800 0.311800 -6.343900 0.063 0.005 -0.131
H 4.008700 0.845300 -5.592700 -0.109 0.050 -0.059
H 6.665900 2.417600 -3.494300 0.038 0.099 0.078
H 5.256300 2.753700 -4.515600 -0.072 0.118 -0.011
H 6.750800 2.165100 -5.237500 0.030 0.017 -0.043
H 0.936200 5.674900 -5.491900 -0.083 -0.078 -0.072
H 2.584100 5.155400 -5.128800 0.071 -0.036 -0.056
H 2.241400 6.860100 -5.452700 0.000 0.098 -0.112
H -0.502700 6.649800 -3.629600 -0.124 -0.016 -0.028
H 0.550500 8.045200 -3.845900 0.009 0.132 -0.045
H 0.306400 7.360400 -2.232600 -0.086 0.061 0.099
H 3.765500 6.349900 -3.148200 0.146 -0.044 0.049
H 2.773700 7.037800 -1.846500 0.065 0.044 0.126
H 2.944600 7.891900 -3.378200 0.031 0.066 -0.038
O 0.607500 0.457600 4.019700 0.198 -0.031 0.950
C 0.394300 0.415500 2.866700 -0.044 0.061 -0.207
N 0.166100 0.424600 1.703600 -0.240 -0.148 -1.125



130
Properties=species:S:1:pos:R:3:forces:R:3 method="wB97M-V/def2-TZVPD" e_homo_ev=-5.664 lumo_ev=1.14 total_charge=-1 homo_lumo_gap_ev=6.8
C 6.209236 -2.031758 -1.756331 0.155 -0.498 -0.130
C 5.261158 -2.194315 -2.675028 0.508 0.731 0.398
C 4.518353 -1.004999 -3.228249 0.334 -0.392 -0.445
C 3.009649 -1.108627 -3.103073 0.414 0.092 -0.307
C 2.405609 -1.558089 -1.919286 -0.794 0.197 -0.107
O 3.166194 -1.959482 -0.861715 0.122 0.301 -0.461
C 3.164549 -1.156549 0.321190 0.486 0.067 0.779
C 3.397634 0.332368 0.102090 -0.172 -0.616 -0.344
C 1.008031 -1.651098 -1.819476 -0.195 -0.495 -0.031
C 0.366413 -2.102065 -0.513118 -0.544 0.071 0.915
O 0.348531 -3.302821 -0.218268 0.334 -0.012 -0.302
O -0.082842 -1.131062 0.145344 0.190 0.150 -0.128
C 0.201584 -1.317909 -2.903034 0.753 0.348 -0.221
C 0.802074 -0.878214 -4.087016 0.368 0.146 -0.186
C 2.197009 -0.760222 -4.192170 -1.276 -0.155 0.263
N 2.706096 -0.293480 -5.468045 1.850 -0.828 0.819
C 3.282684 -1.319372 -6.269446 -0.158 0.136 -0.645
C 3.444903 -0.960092 -7.725074 -0.247 0.919 0.162
O 3.565067 -2.406628 -5.857287 -0.132 -0.460 0.341
C 3.427332 0.927797 -5.413206 -0.747 0.236 -0.530
C 4.860453 1.056189 -5.865060 -0.003 -0.104 0.072
O 2.859580 1.908767 -5.015113 -0.156 0.543 0.667
C -0.077656 -0.564113 -5.237099 -0.218 -0.271 0.156
O 0.222111 -0.717084 -6.398316 0.227 0.026 -0.360
C -1.464828 -0.072489 -4.920837 0.050 0.317 0.438
C -2.073536 0.804674 -5.968867 -0.151 -0.163 -0.702
C -3.261999 0.157411 -6.718505 0.251 0.244 -0.353
F -3.378186 -1.178671 -6.417398 -0.132 -0.115 0.066
C -2.019628 -0.478510 -3.776849 -0.221 0.713 -0.274
S -3.678168 -0.004965 -3.246369 -1.496 -1.031 1.701
C -3.970821 1.723608 -3.540560 0.709 0.558 -0.914
O -4.672045 -0.782319 -3.937124 0.301 0.315 -0.963
O -3.739758 -0.151953 -1.816690 0.800 0.456 0.101
C -1.287690 -1.424873 -2.863934 0.505 0.412 -0.293
O -1.870050 -2.229803 -2.213132 -0.575 -0.724 0.543
H 6.741599 -1.098986 -1.624925 -0.595 0.404 0.518
H 6.499676 -2.842582 -1.100966 0.558 -0.285 -0.482
H 5.048271 -3.177420 -3.068727 -0.750 -0.160 0.421
H 4.798012 -0.920359 -4.272911 -0.218 0.058 -0.206
H 4.879182 -0.099407 -2.743143 0.027 0.088 0.202
H 2.274677 -1.320826 0.922386 -0.283 -0.058 -0.189
H 3.998774 -1.537348 0.908325 0.119 -0.277 -0.144
H 3.912654 0.747645 0.961732 -0.130 0.152 0.199
H 2.444668 0.823171 -0.054710 -0.009 0.326 -0.042
H 4.054032 0.457318 -0.756009 0.029 0.200 -0.145
H 4.486570 -0.998123 -8.023015 0.072 -0.374 -0.142
H 2.814391 -1.608266 -8.322148 0.110 -0.307 -0.037
H 3.087749 0.054143 -7.895070 -0.009 0.076 -0.094
H 5.440607 1.307119 -4.980486 0.023 -0.007 0.141
H 5.296586 0.168920 -6.305824 0.043 -0.040 -0.131
H 4.921640 1.917108 -6.521354 0.047 -0.016 -0.248
H -1.326217 0.989167 -6.733361 0.307 -0.037 0.123
H -2.333112 1.784288 -5.579845 -0.215 -0.009 0.212
H -3.067882 0.198221 -7.789187 0.034 0.121 -0.097
H -4.199634 0.681889 -6.544666 -0.186 -0.255 0.334
H -4.487192 1.877381 -4.482266 -0.203 -0.189 -0.050
H -4.534309 2.139910 -2.716435 -0.154 -0.332 0.239
H -3.047974 2.296102 -3.605480 0.197 -0.110 0.243
O -4.292083 5.206173 -2.745565 0.134 -0.303 -0.118
C -3.886732 5.096093 -1.621429 -0.370 0.371 0.026
O -3.703574 3.896637 -1.023237 0.089 0.125 -0.041
C -3.308594 4.090799 0.350912 0.121 0.013 0.355
C -2.730177 5.495576 0.402572 -0.041 0.143 -0.080
C -3.547048 6.218849 -0.663760 0.383 -0.229 0.315
H -4.193020 3.986705 0.981261 -0.067 -0.021 -0.099
H -2.578927 3.335633 0.634554 -0.066 -0.146 -0.226
H -2.791973 5.947535 1.391131 -0.044 -0.061 0.020
H -1.682967 5.463263 0.108324 -0.085 0.058 0.125
H -4.473315 6.629046 -0.260150 -0.070 -0.009 -0.143
H -2.973504 6.997107 -1.160892 -0.202 0.057 -0.152
O 0.345836 5.009178 0.165185 0.195 -0.139 0.125
C 0.732409 4.389000 -0.786937 0.050 0.265 -0.074
O 1.382826 3.216744 -0.683269 -0.001 0.039 0.002
C 1.798984 2.760386 -1.988148 0.039 -0.160 -0.183
C 0.879375 3.470064 -2.960432 -0.126 0.181 -0.329
C 0.601540 4.787339 -2.246238 -0.097 -0.497 -0.050
H 2.846975 3.032513 -2.132127 -0.004 0.027 0.021
H 1.707811 1.678403 -2.038059 -0.013 -0.040 0.169
H 1.316890 3.581001 -3.948770 0.063 -0.063 0.030
H -0.051495 2.907657 -3.064212 0.018 -0.038 0.020
H 1.353931 5.546514 -2.466546 -0.038 0.060 0.026
H -0.391863 5.177564 -2.455492 0.051 0.203 0.118
O -1.827836 -3.035739 5.879662 0.171 0.100 0.024
C -1.931842 -2.991245 4.679617 -0.354 -0.218 0.062
O -1.677398 -1.894574 3.959196 -0.005 -0.073 0.074
C -1.990959 -2.128943 2.556813 0.070 0.074 -0.406
C -1.940035 -3.634681 2.390983 -0.035 -0.203 0.220
C -2.390519 -4.119018 3.769533 0.305 0.189 -0.434
H -2.983891 -1.720370 2.355795 -0.015 0.000 0.107
H -1.261027 -1.628407 1.926227 0.075 0.147 0.040
H -2.550855 -3.993324 1.566799 0.006 0.071 -0.040
H -0.911786 -3.946248 2.200826 -0.007 0.060 -0.142
H -3.476350 -4.204366 3.845401 0.003 -0.047 0.094
H -1.922797 -5.056840 4.052678 -0.189 -0.059 0.208
O -6.497073 5.283703 0.671553 -0.032 0.223 -0.022
C -7.010732 5.011651 1.715894 0.264 -0.277 -0.047
O -7.416689 5.952890 2.602499 -0.064 0.009 -0.001
C -7.891622 5.325509 3.806358 -0.078 -0.088 0.122
C -8.270401 3.908175 3.397079 0.053 -0.110 -0.036
C -7.270496 3.626946 2.277341 -0.456 0.151 0.215
H -7.087095 5.343247 4.544607 0.020 -0.016 -0.018
H -8.734448 5.894121 4.191963 0.046 0.128 -0.085
H -8.229168 3.198548 4.220752 0.052 0.043 0.030
H -9.284337 3.897777 2.994701 -0.007 0.017 0.015
H -6.330285 3.223900 2.657067 0.031 -0.034 -0.085
H -7.670685 2.971874 1.509528 0.225 -0.038 -0.098
O 3.904315 -5.913447 6.517742 0.146 0.165 -0.117
C 2.830709 -5.670694 6.044748 -0.126 -0.192 0.191
O 2.478850 -4.448040 5.584331 0.030 -0.250 -0.013
C 1.085225 -4.456598 5.187333 -0.187 0.112 -0.080
C 0.757207 -5.916681 4.917721 0.044 -0.119 -0.009
C 1.665911 -6.632420 5.910156 -0.159 0.173 -0.448
H 0.492432 -4.037424 6.000758 0.003 -0.010 0.006
H 0.963580 -3.832264 4.304763 0.176 0.105 0.051
H -0.298388 -6.145873 5.036964 -0.013 0.062 0.083
H 1.046765 -6.179237 3.898842 -0.021 0.034 -0.012
H 1.195190 -6.746022 6.888196 0.070 -0.056 0.035
H 2.007653 -7.596375 5.544265 0.094 -0.063 0.233
O 5.900160 -1.296908 10.228919 0.099 0.046 -0.094
C 5.098627 -1.749338 9.462744 -0.133 0.022 0.279
O 4.910919 -1.250483 8.221132 0.004 -0.033 -0.020
C 3.812278 -1.925562 7.573011 -0.164 -0.104 -0.107
C 3.688572 -3.259152 8.292282 0.044 0.003 0.237
C 4.136103 -2.897311 9.707272 0.022 -0.147 -0.488
H 2.917882 -1.307575 7.679725 0.016 0.017 0.034
H 4.034007 -2.039481 6.515637 0.121 0.098 0.013
H 2.688537 -3.682875 8.237782 -0.029 0.070 -0.023
H 4.379888 -3.977930 7.857531 -0.039 -0.018 -0.042
H 3.310645 -2.533313 10.321585 0.053 0.009 0.081
H 4.640142 -3.717679 10.210152 -0.005 0.108 0.202